1.
{"formula": "C14H20N3OPSr", "method": "ωB97M-V/def2-TZVPD", "species": ["Sr", "H", "H", "P", "C", "H", "H", "H", "C", "H", "H", "H", "C", "H", "H", "H", "C", "O", "H", "H", "N", "C", "C", "C", "C", "C", "C", "C", "N", "C", "C", "N", "C", "H", "H", "H", "H", "H", "H", "H"], "xyz": [[0.610340, -0.597855, -1.538127], [-0.493039, -2.619535, -2.386021], [-0.371317, -2.201224, -3.021734], [0.766105, 1.317074, -4.108624], [-0.383892, 2.276286, -5.209234], [0.153309, 2.498429, -6.184784], [-1.287236, 1.699055, -5.445892], [-0.652909, 3.215041, -4.732520], [2.279000, 2.264064, -4.568947], [3.150213, 1.683036, -4.261818], [2.310403, 2.428786, -5.681495], [2.254155, 3.220640, -4.053375], [1.053716, 0.019815, -5.449070], [0.151559, -0.565096, -5.655145], [1.348357, 0.553051, -6.400993], [1.871407, -0.647767, -5.163810], [-1.968306, 0.940462, -2.514760], [-2.908131, 1.595721, -2.398286], [2.810849, 0.059703, -2.354692], [0.603851, 1.366755, -2.372039], [0.267132, -2.477152, 9.150559], [0.075286, -2.203001, 8.028901], [-0.186458, -1.829325, 6.646618], [0.663203, -2.267334, 5.616068], [0.401001, -1.872124, 4.313774], [-0.648920, -1.011065, 3.998241], [-1.542770, -0.626647, 5.021014], [-1.310531, -1.031639, 6.347835], [-0.755459, -0.496086, 2.703851], [-1.523621, 0.616120, 2.302546], [-1.270628, 0.816089, 0.975374], [-0.332916, -0.167263, 0.572713], [-0.081985, -0.919535, 1.611082], [1.532146, -2.916982, 5.840618], [1.055009, -2.240082, 3.511168], [-2.436823, -0.038117, 4.790073], [-1.982997, -0.740184, 7.171964], [-2.173264, 1.195176, 2.995046], [-1.630016, 1.535926, 0.274655], [0.584179, -1.833217, 1.629268]], "forces_ev_per_a": [[1.3014, 0.9264, -2.1261], [0.1022, 0.1444, -0.5776], [-0.3676, -0.4699, 0.1421], [-0.0147, -2.3391, -2.9818], [0.2577, 0.1929, -0.4669], [-0.5754, -0.1881, 1.1357], [0.2213, 0.1575, 0.2100], [-0.2215, 0.1879, -0.0682], [-0.0609, -0.0082, 0.0480], [-0.0478, 0.1822, 0.0920], [-0.2056, -0.1804, 1.1022], [0.2786, 0.1692, 0.0291], [0.4882, 0.6209, -1.1659], [0.0485, 0.1166, 0.2171], [-0.1703, -0.6367, 0.5676], [-0.1101, 0.0725, 0.0661], [-0.7643, 0.7126, 0.5921], [1.4271, -0.9598, -0.3887], [-0.4512, -0.4900, 0.2605], [-0.4619, 1.5586, 1.4528], [-0.3987, 0.5649, -2.4720], [0.2679, -0.3908, 1.8227], [-0.1189, 0.0565, 0.0454], [-0.0798, -0.1713, 0.3614], [0.5633, -0.2642, -0.4201], [-0.2090, -0.1432, 1.7224], [0.1298, -0.2308, 0.2267], [0.2519, -0.1223, -0.3537], [-0.8854, 0.8549, -0.4944], [-0.3167, 0.3291, 0.1701], [1.1954, -1.6715, 0.9971], [-1.3168, 0.6797, 1.2621], [0.5780, -0.7523, 0.0297], [-0.7385, 0.5227, -0.1671], [-0.2089, 0.2965, 0.5903], [0.4779, -0.1767, 0.1228], [0.3722, -0.1187, -0.6720], [0.8073, -0.7576, -0.6838], [-0.1021, 0.2890, -0.1021], [-0.9424, 1.4369, -0.1254]], "nbo_charge": [1.53, -0.04, -0.03, 0.79, -0.94, 0.21, 0.23, 0.22, -0.95, 0.26, 0.21, 0.23, -0.97, 0.21, 0.18, 0.23, 0.36, -0.54, -0.79, -0.42, -0.28, 0.27, -0.18, -0.13, -0.25, 0.24, -0.25, -0.14, -0.38, -0.07, -0.07, -0.61, 0.21, 0.24, 0.22, 0.23, 0.24, 0.24, 0.25, 0.21], "charge": 0, "e_lumo_ev": [-0.89, -0.89], "total_energy_ha": -1156.783701}

---

2.
{"formula": "C48H108NO3P3", "method": "ωB97M-V/def2-TZVPD", "species": ["C", "C", "C", "C", "P", "C", "C", "C", "C", "C", "C", "C", "C", "C", "C", "C", "C", "H", "H", "H", "H", "H", "H", "H", "H", "H", "H", "H", "H", "H", "H", "H", "H", "H", "H", "H", "H", "H", "H", "H", "H", "H", "H", "H", "H", "H", "H", "H", "H", "H", "H", "H", "H", "C", "C", "C", "C", "P", "C", "C", "C", "C", "C", "C", "C", "C", "C", "C", "C", "C", "H", "H", "H", "H", "H", "H", "H", "H", "H", "H", "H", "H", "H", "H", "H", "H", "H", "H", "H", "H", "H", "H", "H", "H", "H", "H", "H", "H", "H", "H", "H", "H", "H", "H", "H", "H", "C", "C", "C", "C", "P", "C", "C", "C", "C", "C", "C", "C", "C", "C", "C", "C", "C", "H", "H", "H", "H", "H", "H", "H", "H", "H", "H", "H", "H", "H", "H", "H", "H", "H", "H", "H", "H", "H", "H", "H", "H", "H", "H", "H", "H", "H", "H", "H", "H", "H", "H", "H", "H", "N", "O", "O", "O"], "xyz": [[-8.351650, 0.404145, -0.066646], [-8.196253, -0.195664, 1.322754], [-7.847115, -1.680993, 1.278255], [-6.537071, -1.968461, 0.525190], [-5.610424, -3.357156, 1.218062], [-4.192691, -3.793640, 0.220194], [-4.308415, -3.378680, -1.250860], [-3.015640, -3.591854, -2.061338], [-2.513379, -5.027441, -2.086617], [-6.811504, -4.708207, 1.265204], [-6.274141, -6.107814, 1.619618], [-7.437359, -7.101066, 1.699646], [-7.003199, -8.566392, 1.555543], [-5.120762, -3.014248, 2.928715], [-3.897112, -3.768530, 3.459141], [-3.591173, -3.341083, 4.887460], [-2.230579, -3.836304, 5.387616], [-8.803531, 1.395213, -0.042863], [-9.065975, -0.191244, -0.646257], [-7.400745, 0.431246, -0.595245], [-9.049194, -0.009210, 1.974130], [-7.367572, 0.341060, 1.805504], [-8.648937, -2.191290, 0.740716], [-7.821422, -2.049663, 2.306574], [-5.847066, -1.129866, 0.399212], [-6.777211, -2.343900, -0.474882], [-4.029422, -4.869602, 0.249430], [-3.358321, -3.207065, 0.619354], [-4.476194, -2.301715, -1.334310], [-5.151101, -3.881525, -1.739027], [-2.330078, -2.826602, -1.679018], [-3.246282, -3.214344, -3.060623], [-1.491238, -5.088878, -2.456575], [-3.152069, -5.579109, -2.777583], [-2.550063, -5.482114, -1.098297], [-7.296080, -4.717978, 0.286115], [-7.547378, -4.498522, 2.046366], [-5.735156, -6.197226, 2.565674], [-5.586264, -6.378302, 0.813491], [-8.030098, -6.924303, 0.794339], [-8.064756, -6.917309, 2.570357], [-6.081477, -8.636133, 0.979121], [-7.813567, -9.154461, 1.127110], [-6.798835, -9.092739, 2.493407], [-6.035782, -3.128686, 3.517507], [-4.926991, -1.933157, 2.937502], [-3.073803, -3.515907, 2.790201], [-4.108113, -4.840133, 3.438366], [-4.376127, -3.665045, 5.577050], [-3.638160, -2.247215, 4.938370], [-1.441314, -3.163145, 5.045749], [-2.019756, -4.817169, 4.961672], [-2.200935, -3.833707, 6.474091], [-1.358027, 0.098682, 5.480891], [-1.231118, 1.622316, 5.330538], [-1.426487, 1.984005, 3.861899], [-1.325989, 3.500029, 3.630179], [-1.266543, 3.975523, 1.905732], [-2.673832, 3.405749, 0.908264], [-3.995676, 4.174965, 1.076248], [-4.766449, 3.821839, 2.337265], [-5.257007, 2.371646, 2.385165], [-1.104529, 5.773811, 1.717266], [-1.002036, 6.205384, 0.256399], [-0.940054, 7.729150, 0.181360], [-1.012761, 8.231591, -1.268639], [0.262325, 3.326532, 1.138830], [1.497099, 4.036430, 1.678341], [2.767429, 3.286612, 1.258942], [4.081163, 4.030937, 1.463791], [-0.416848, -0.386391, 5.219036], [-2.121904, -0.292793, 4.802403], [-1.655429, -0.239905, 6.473403], [-0.237955, 1.902252, 5.679613], [-2.035068, 2.107540, 5.888675], [-2.381487, 1.615310, 3.481422], [-0.688586, 1.444994, 3.260588], [-0.510306, 3.916803, 4.224541], [-2.234721, 3.982770, 4.007985], [-2.702636, 2.334335, 1.120509], [-2.299266, 3.555661, -0.106816], [-4.578619, 4.014241, 0.169537], [-3.696802, 5.228289, 1.092801], [-5.586442, 4.537813, 2.420130], [-4.154027, 4.012092, 3.224542], [-6.250724, 2.320872, 2.830150], [-4.560106, 1.683504, 2.858733], [-5.420090, 1.984980, 1.371354], [-0.144831, 6.039681, 2.163891], [-1.938865, 6.266249, 2.216617], [-1.902679, 5.946132, -0.306635], [-0.108576, 5.797794, -0.218551], [-0.004911, 8.097621, 0.607131], [-1.818595, 8.162629, 0.663830], [-1.756009, 7.649371, -1.830582], [-0.103261, 7.970452, -1.817699], [-1.289581, 9.275798, -1.364098], [0.183945, 3.303888, 0.055816], [0.233780, 2.296327, 1.514041], [1.553237, 4.166855, 2.761389], [1.602151, 5.028824, 1.225863], [2.681934, 2.969222, 0.213925], [2.843780, 2.322971, 1.778177], [4.898803, 3.387870, 1.134489], [4.283818, 4.221498, 2.520533], [4.090678, 4.991604, 0.947966], [8.431913, -3.496308, -6.749234], [7.029316, -2.859193, -6.767856], [6.532067, -2.396319, -5.401787], [6.495211, -0.859075, -5.301073], [6.088493, -0.244551, -3.654746], [7.275005, -0.935986, -2.510553], [8.724168, -0.589040, -2.946484], [9.713641, -0.827101, -1.811190], [11.146277, -0.452332, -2.194607], [6.178447, 1.550756, -3.654306], [6.358913, 2.277074, -2.313265], [7.208632, 3.540627, -2.443254], [8.708167, 3.210033, -2.557233], [4.412413, -0.841613, -3.310753], [3.782408, -0.162791, -2.084998], [2.302948, -0.481059, -1.940466], [1.644006, 0.256097, -0.777325], [8.564222, -4.198365, -7.563575], [8.521881, -3.971480, -5.771006], [9.221857, -2.741446, -6.762683], [6.377849, -3.677407, -7.092883], [6.904131, -2.094995, -7.535492], [7.326950, -2.666432, -4.689767], [5.664438, -2.876327, -4.951903], [5.774338, -0.429533, -6.006870], [7.457005, -0.429810, -5.596607], [7.198156, -2.019727, -2.462058], [7.138388, -0.466603, -1.534564], [8.812624, 0.404462, -3.390986], [8.966646, -1.307087, -3.739409], [9.677019, -1.892699, -1.558973], [9.352445, -0.338753, -0.900304], [11.165733, 0.479414, -2.759846], [11.622491, -1.236337, -2.779662], [11.715226, -0.327005, -1.274071], [5.296905, 1.932950, -4.182300], [6.986687, 1.847856, -4.331220], [6.810644, 1.619209, -1.564469], [5.408359, 2.537876, -1.841516], [7.100237, 4.086181, -1.504881], [6.886547, 4.129787, -3.300912], [8.972199, 2.966695, -3.587412], [8.956345, 2.371166, -1.898675], [9.363092, 4.000356, -2.193329], [4.504839, -1.902821, -3.067614], [3.872643, -0.706594, -4.249647], [3.897183, 0.926184, -2.144738], [4.333993, -0.424263, -1.176439], [2.140876, -1.557469, -1.813468], [1.754092, -0.259958, -2.862149], [0.626788, -0.089870, -0.610095], [1.635966, 1.336766, -0.930167], [2.209728, 0.093272, 0.145917], [-2.251779, -0.022551, 0.701184], [-2.999489, -0.567582, 1.541211], [-2.618036, 0.108384, -0.472372], [-1.123075, 0.376121, 1.057033]], "forces_ev_per_a": [[-0.8580, -0.2536, -0.0534], [0.9183, 0.5191, 0.0974], [-0.1668, 0.3673, 0.0995], [0.2988, -0.5530, -0.2546], [-0.6055, -0.2038, 0.7316], [0.2671, 0.6172, -0.8137], [-0.1340, 0.2756, -0.5972], [-0.4789, 0.6543, 0.3728], [-0.0540, 0.4694, -0.3257], [0.3171, -0.4199, 0.7424], [-0.0590, -0.1764, -0.3053], [0.2413, -0.3335, -1.3221], [-0.0372, -0.2526, 0.9174], [-0.2066, 0.7305, -0.3605], [-0.7342, 0.1969, 0.0445], [0.0931, 0.3457, 0.3104], [-0.1574, 0.4886, -0.4336], [0.3208, 0.1495, 0.1031], [0.1854, -0.0756, -0.1050], [-0.0182, 0.0991, -0.0918], [-0.2483, -0.1873, -0.2276], [-0.0321, -0.1502, 0.1056], [-0.0429, -0.1880, 0.2494], [-0.0017, -0.1234, -0.0579], [-0.0976, 0.1177, 0.1998], [0.0838, 0.2902, -0.1120], [0.1911, 0.0540, 0.5155], [0.1126, -0.3698, 0.2317], [-0.2852, -0.0472, 0.2355], [0.0230, -0.0649, 0.0480], [0.4085, -0.4857, 0.1601], [0.0865, -0.3089, -0.1429], [0.0134, -0.0467, 0.0145], [0.0583, -0.2920, 0.1647], [0.0855, -0.1265, -0.0356], [-0.1603, -0.1770, 0.0800], [-0.1620, 0.5345, -0.3035], [0.1915, 0.5818, -0.0505], [-0.0092, -0.4113, 0.1507], [-0.3111, 0.2124, 0.2693], [0.0089, 0.0012, 0.0326], [-0.2122, -0.1298, -0.3343], [0.1807, 0.0393, -0.3780], [0.1051, 0.4065, 0.1599], [0.1492, -0.2877, 0.1722], [0.2155, -0.0690, 0.0030], [0.2223, -0.2413, 0.1681], [0.3223, -0.0532, -0.1351], [-0.0821, -0.2350, -0.2151], [0.1509, -0.0256, -0.0319], [0.0200, -0.0568, -0.0564], [0.0535, -0.1602, 0.3630], [0.0806, -0.2850, 0.0222], [-0.1999, -0.1861, -0.1320], [-0.7283, -0.8556, -0.3500], [0.5267, 0.0685, -0.3322], [-0.5750, -0.1644, 0.4117], [0.7148, 0.6416, -1.1528], [0.3872, -0.0344, 0.3857], [1.0340, -0.0297, 0.2378], [-0.0460, 0.1015, 0.1478], [-0.4955, 0.0892, -0.7641], [0.1138, -0.5113, -0.0827], [-0.5372, 0.7733, 0.0330], [-0.0856, 0.5028, -0.9875], [-0.0500, -1.2676, -0.4929], [-0.7452, -0.3924, 1.6407], [1.2302, 0.0967, -0.8298], [0.1739, -0.7148, -0.0747], [-0.1616, -0.1253, 0.3336], [-0.0306, -0.0553, 0.0011], [0.0620, 0.0638, -0.0753], [0.2122, 0.2319, 0.1417], [-0.1443, 0.4566, 0.1344], [0.3237, 0.1644, 0.3258], [-0.0603, -0.0258, 0.1838], [0.0201, 0.0747, 0.0209], [0.2036, 0.1536, -0.3683], [0.0868, 0.0168, 0.1164], [-0.3383, -0.0228, -0.3219], [-0.0044, -0.3039, -0.0548], [-0.1820, -0.0376, 0.1119], [-0.4477, 0.1049, -0.0648], [-0.1691, -0.2106, -0.0134], [0.0283, 0.0767, -0.0764], [0.2072, -0.1163, 0.4417], [-0.0784, 0.0176, 0.1724], [0.1825, 0.0840, -0.0231], [-0.2644, 0.1215, 0.5263], [0.1518, 0.1640, 0.1261], [0.1796, -0.4503, -0.0560], [-0.1352, -0.2390, -0.0991], [-0.2269, 0.0963, 0.4192], [0.2579, -0.0737, 0.5299], [-0.2708, 0.2160, 0.2531], [0.2010, 0.5538, 0.1372], [0.3251, 0.1236, 0.0490], [0.0206, 0.0810, -0.0413], [0.2460, -0.1432, -0.4867], [-0.4758, -0.0488, 0.0377], [-0.2537, 0.0839, 0.1567], [-0.0495, 0.3311, -0.0949], [-0.2131, 0.1239, 0.1953], [0.0868, 0.2363, -0.2268], [-0.1722, 0.0765, 0.0109], [0.1481, -0.0683, -0.1243], [-0.2339, 1.0369, 0.7394], [-0.7333, -1.3623, -0.5758], [1.5918, 0.8261, 1.1156], [-0.3563, 0.2144, -0.3478], [-0.2638, -0.6316, -0.4017], [0.9478, 0.8169, 0.0545], [-0.2040, -0.9317, -0.3677], [-0.2017, -0.2685, -0.1481], [-0.3317, 0.0305, 0.5513], [-0.1329, 0.6251, -0.2981], [-0.1610, -0.0579, 0.4675], [0.8062, -0.4622, 0.6048], [-0.1324, -0.2031, 0.0714], [0.6081, 0.2418, 0.7506], [-0.1468, 0.5641, -0.2960], [-0.5165, -0.2519, 0.1336], [0.3466, -0.1372, 0.1084], [0.1274, -0.0619, 0.0138], [0.1871, -0.5245, -0.2652], [0.0275, -0.0309, -0.2369], [-0.1702, 0.1847, -0.0295], [0.1689, 0.1463, 0.0929], [-0.0862, -0.1825, -0.0405], [-0.4082, 0.0368, -0.6888], [-0.0994, -0.0098, 0.1206], [0.0730, -0.1308, 0.0876], [-0.3704, -0.0016, 0.2275], [-0.3741, -0.3595, 0.1322], [-0.0042, 0.1231, 0.2563], [0.1510, 0.2651, -0.1494], [0.0118, 0.0137, -0.0202], [0.2492, 0.3513, -0.0992], [0.1115, 0.0444, 0.0422], [-0.0342, 0.0247, -0.1041], [0.2278, 0.0738, -0.1585], [-0.1356, -0.2008, 0.1239], [0.1978, -0.3170, 0.1104], [0.2426, 0.0367, -0.1333], [-0.1972, -0.0410, -0.4148], [-0.3207, 0.3286, -0.2358], [-0.1301, 0.2531, 0.1885], [0.2500, -0.0674, 0.0817], [-0.0822, -0.1550, -0.1999], [-0.1857, 0.3094, -0.3420], [-0.0546, -0.1031, -0.4101], [-0.3133, -0.0332, 0.1672], [-0.1151, -0.0289, -0.1897], [-0.0684, -0.2711, -0.0398], [0.2569, -0.0024, 0.1228], [0.2288, 0.2169, -0.0660], [-0.0531, 0.1522, 0.0234], [-0.1139, -0.0121, -0.1804], [-0.0788, -0.1047, 0.0059], [0.1171, -0.3712, 0.0053], [-0.3741, -0.1770, 0.2363], [-0.1544, 0.0636, -0.2486], [0.1759, 0.3034, 0.0747]], "mulliken_charge": [-1.26, -0.44, -0.75, -1.14, 1.14, -0.62, -0.89, -0.70, -1.18, -1.09, -0.35, -0.50, -1.27, -1.24, -0.26, -0.44, -1.34, 0.40, 0.37, 0.30, 0.48, -0.02, 0.35, 0.45, 0.57, 0.64, 0.39, 0.32, 0.25, 0.47, 0.25, 0.49, 0.39, 0.30, 0.30, 0.63, 0.48, 0.00, 0.39, 0.35, 0.43, 0.33, 0.36, 0.31, 0.72, 0.46, 0.26, 0.24, 0.41, 0.27, 0.23, 0.40, 0.40, -0.90, -0.62, 0.66, -1.32, 0.04, 0.05, -1.14, -0.47, -0.88, -1.41, -0.61, -0.42, -1.34, -0.74, -1.04, 0.08, -1.60, 0.33, -0.10, 0.49, 0.36, 0.37, -0.61, 0.26, 0.66, 0.93, -0.63, 0.80, 0.50, 0.46, 0.42, 0.24, 0.56, 0.09, 0.16, 0.68, 0.75, 0.34, 0.21, 0.31, 0.34, 0.34, 0.33, 0.38, 0.95, 0.40, 0.42, 0.22, 0.02, 0.37, 0.41, 0.40, 0.36, -1.19, -0.59, -0.33, -1.38, 0.81, -1.40, -0.49, -0.71, -1.36, -1.24, -0.01, -0.93, -1.00, -1.08, -0.35, -0.80, -0.77, 0.39, 0.35, 0.27, 0.34, 0.40, 0.06, 0.38, 0.74, 0.48, 0.80, 0.76, 0.38, 0.16, 0.42, 0.43, 0.32, 0.36, 0.38, 0.54, 0.79, 0.20, 0.17, 0.37, 0.37, 0.27, 0.17, 0.45, 0.63, 0.47, 0.08, 0.36, 0.42, 0.36, 0.28, 0.04, 0.35, 0.77, -0.41, -0.70, -0.50], "charge": 2, "e_lumo_ev": -3.18, "total_energy_ha": -3197.700476, "e_above_lowest_kcal_mol": 0.0}

---

Max |F| for every record listed, in sequence, given in eV Å⁻¹: 3.8 2.1.